Here is a molecular structure, C17H14CaI2N2OSTe from the Open Molecules 2025 dataset. Energies are from ωB97M-V/def2-TZVPD.

```
39
Properties=species:S:1:pos:R:3
I -6.33943 -1.06407 2.46435
I -0.66853 -3.22963 2.21875
Te 3.87387 -0.98942 0.63139
Ca 0.89651 -0.91515 -0.11420
S 4.14126 -3.56738 -1.48718
O -1.00295 -1.86422 -0.56487
N 0.57994 1.32624 1.09584
N -1.33348 0.90051 -1.04808
C -0.33935 2.25007 0.77746
C 1.81626 3.01350 2.27382
C 0.89092 3.97324 1.90453
C -4.23505 -0.55672 0.33272
C 4.88999 -1.29113 -2.33238
C -3.03277 -0.71656 -0.32976
C 5.11033 -2.20313 -3.40190
C -2.56660 0.17211 -1.44731
C -4.49891 -1.28629 1.48805
C 4.74756 -3.47606 -3.08873
C -2.32446 -2.26694 1.37186
C -2.08298 -1.65990 0.12389
C 1.61974 1.71442 1.83997
C 4.36897 -1.88092 -1.21695
C -0.20130 3.57989 1.14830
C -3.52621 -2.10791 2.03716
C -1.58654 1.79259 0.07561
H -4.96205 0.16030 -0.03082
H 4.81250 -4.35261 -3.71303
H -0.95848 4.29215 0.84971
H 2.34102 0.95060 2.10016
H 5.11883 -0.23575 -2.37942
H -2.18774 2.66967 -0.19587
H 1.01082 5.00695 2.20039
H -3.69976 -2.60120 2.98400
H 5.52483 -1.92201 -4.35977
H -2.32386 -0.41747 -2.33183
H -1.01853 1.44464 -1.84416
H -2.17381 1.23106 0.80772
H -3.36537 0.87757 -1.71067
H 2.68482 3.24894 2.87123
```

Properties
**E_LUMO**: -0.15 eV
**HOMO energy**: -0.266 hartree
**Multiplicity**: 1
**Maximum force**: 0.59 eV/Å
**E**: -2780.2497 a.u.